1.
The following is a DFT calculation (ωB97M-V/def2-TZVPD) of C22H23Cl5IrN2O5S2 as an isolated structure.

As for the molar mass: 829.1 g mol⁻¹. The value obtained for the LUMO energy is -2.84 eV. As for the charge: +1. Its spin multiplicity is 1.

```
60
Properties=species:S:1:pos:R:3:forces:R:3
Ir 0.763 -0.078 0.402 0.24 -0.51 -0.07
C -0.212 -2.930 -1.122 -0.02 -0.03 0.01
O 0.903 -2.060 -0.887 0.08 0.08 0.19
C 2.126 -2.768 -0.728 0.05 0.00 -0.04
C 3.235 -1.745 -0.684 -0.11 -0.03 0.01
O 3.005 -0.765 0.336 0.13 0.18 -0.13
C 3.488 -1.057 1.652 -0.04 0.00 0.01
C 2.402 -1.697 2.481 -0.04 -0.03 -0.05
O 1.247 -0.865 2.349 0.01 0.05 -0.06
C 0.161 -1.257 3.212 -0.01 0.00 -0.01
H 0.033 -3.608 -1.940 0.01 0.01 0.00
H -0.453 -3.502 -0.223 0.00 0.01 0.00
H -1.057 -2.314 -1.407 0.00 -0.03 -0.01
H 2.092 -3.379 0.180 -0.01 -0.03 -0.02
H 2.280 -3.439 -1.579 0.00 0.03 -0.01
H 4.200 -2.227 -0.522 0.01 0.01 0.01
H 3.264 -1.188 -1.620 -0.01 0.00 0.01
H 4.373 -1.692 1.597 -0.02 -0.02 -0.01
H 3.765 -0.097 2.083 0.01 0.01 -0.01
H 2.156 -2.710 2.151 0.01 -0.01 0.03
H 2.695 -1.733 3.532 0.01 0.02 0.00
H 0.518 -1.242 4.240 0.00 -0.01 0.00
H -0.636 -0.534 3.073 0.02 -0.01 0.00
H -0.187 -2.255 2.940 0.00 0.00 0.00
O -3.866 0.508 -2.391 -0.03 -0.02 0.00
C -4.201 -0.219 -1.313 0.01 0.01 -0.03
C -5.539 -0.595 -1.190 -0.01 -0.01 0.00
C -5.958 -1.338 -0.109 0.00 0.01 -0.01
C -5.057 -1.728 0.884 0.01 0.00 0.00
C -3.736 -1.361 0.771 -0.01 0.00 0.01
C -3.283 -0.609 -0.322 0.01 0.00 0.00
C -1.870 -0.246 -0.394 0.05 0.04 0.09
O -1.089 -0.668 0.577 -0.20 0.23 -0.11
N -1.404 0.443 -1.389 0.06 0.08 -0.01
N -0.017 0.636 -1.308 -0.04 0.09 0.13
C 0.478 1.258 -2.325 0.00 -0.14 0.00
S -0.544 1.798 -3.624 -0.01 -0.04 0.00
C 0.783 2.683 -4.488 0.00 0.00 -0.01
C 2.069 1.916 -4.272 0.00 -0.02 0.01
S 2.182 1.542 -2.499 0.07 0.06 0.01
H -2.915 0.721 -2.345 0.01 0.01 0.00
H -6.227 -0.283 -1.963 0.00 0.00 0.00
H -7.000 -1.618 -0.030 0.00 0.00 0.00
H -5.394 -2.305 1.733 0.00 0.00 0.00
H -3.023 -1.645 1.533 0.00 0.00 0.00
H 0.850 3.697 -4.097 0.00 0.00 0.00
H 0.513 2.722 -5.543 0.00 0.00 0.00
H 2.946 2.509 -4.529 -0.01 0.00 -0.01
H 2.083 0.985 -4.837 -0.01 0.01 -0.01
Cl -1.916 1.560 2.051 -0.03 -0.05 -0.04
C -0.363 2.320 2.003 0.10 -0.02 0.02
C 0.740 1.757 1.325 -0.28 0.05 0.14
C 1.899 2.547 1.374 -0.05 0.06 0.01
Cl 3.338 2.052 0.548 0.00 -0.08 -0.06
C 1.990 3.765 2.050 0.06 -0.01 -0.04
Cl 3.455 4.661 2.057 0.00 0.00 0.00
C 0.888 4.260 2.729 -0.04 0.02 0.04
Cl 0.983 5.742 3.583 0.01 0.00 -0.01
C -0.294 3.532 2.699 0.01 0.00 -0.02
Cl -1.661 4.147 3.535 0.00 0.03 0.01
```
Forces are in eV/Å.


2.
The following is a DFT calculation (ωB97M-V/def2-TZVPD) of C22H23ClN2O5S2 as an isolated structure.

As for the molar mass: 495.0 g mol⁻¹. The value obtained for the LUMO energy is 0.06 eV. Its spin multiplicity is 1.

```
55
Properties=species:S:1:pos:R:3:forces:R:3
C -5.415 -3.765 1.305 4.06 -0.56 0.24
H -5.731 -4.775 1.312 -0.12 -0.97 0.10
O -4.128 -3.829 0.441 -7.26 -8.83 3.74
C -3.481 -2.853 0.179 3.62 -1.69 -3.16
C -3.812 -1.699 0.445 -3.40 12.36 4.51
C -3.058 -0.554 0.324 0.17 2.27 -0.23
C -1.919 -0.801 -0.275 3.90 3.01 -4.76
C -1.535 -1.952 -0.962 -7.27 -0.42 5.24
C -2.412 -2.993 -0.620 5.55 -1.54 -2.90
Cl -1.917 -4.659 -1.039 -0.35 0.94 -0.02
H -0.673 -1.992 -1.370 5.33 -1.07 -3.23
N -1.114 0.514 -0.860 0.19 -7.00 -1.13
S -0.842 1.473 0.274 0.65 10.15 7.13
O -0.861 1.181 1.746 0.72 -1.62 -2.94
O 0.274 2.409 -0.116 -2.00 -2.42 0.32
C -2.383 2.641 0.258 7.67 -6.34 -11.99
C -2.634 2.848 -1.107 -3.31 3.67 0.17
C -3.796 3.788 -1.279 4.28 -1.63 -8.84
C -4.364 4.435 -0.336 -6.05 2.08 9.13
C -4.124 4.035 1.136 2.07 -0.24 -7.23
C -3.053 3.150 1.135 -5.88 4.37 15.69
H -2.807 2.959 2.370 -0.03 -0.21 -3.52
H -4.653 4.486 1.919 -0.38 0.27 1.08
H -5.378 5.028 -0.258 2.34 -0.63 -1.55
H -4.054 4.283 -2.605 0.76 -1.94 4.24
H -2.014 2.643 -1.996 -0.49 -0.40 0.91
C 0.144 0.043 -1.619 -0.80 7.78 0.62
H -0.140 -0.060 -2.596 -0.55 -1.91 -2.23
C 1.200 -0.634 -0.909 4.34 -2.87 -12.67
O 2.134 -1.173 -1.667 -2.96 1.20 1.67
N 1.304 -0.567 0.272 3.81 -2.01 9.28
H 0.616 -0.160 0.749 -2.94 1.77 3.10
C 2.429 -1.247 1.046 -3.69 1.90 -4.65
C 3.361 -0.353 1.485 3.81 8.71 0.16
H 2.896 0.340 2.273 1.05 -1.19 -0.50
H 3.757 0.598 0.711 -1.64 -3.04 1.39
S 4.879 -0.951 2.109 -5.16 4.26 11.73
C 5.738 -1.589 1.062 6.77 -6.92 -14.18
C 5.985 -0.518 -0.193 -4.96 -5.40 2.47
C 5.157 -0.022 -1.196 3.45 -2.22 2.52
C 6.081 0.842 -1.708 -7.56 5.72 -9.62
C 6.969 1.152 -0.857 5.54 2.97 -1.58
O 7.022 0.148 -0.060 4.48 0.28 5.29
H 7.884 1.620 -1.129 0.59 0.73 0.60
H 5.625 1.546 -2.808 2.14 -2.09 3.62
H 4.504 -0.628 -1.654 -3.00 -1.42 -1.49
H 5.222 -2.523 0.419 0.96 1.89 1.56
H 6.801 -2.150 1.242 -2.65 1.92 0.46
H 2.044 -1.769 1.770 -2.53 -2.77 4.26
H 2.756 -1.896 0.369 1.75 -2.76 -2.89
H 0.569 1.270 -1.870 -0.44 -3.57 1.06
H -3.247 0.570 0.538 -0.64 -2.65 0.14
H -4.545 -1.255 1.061 -2.26 -1.55 0.72
H -6.120 -3.202 0.807 -1.38 1.62 -0.90
H -5.140 -3.431 2.332 -0.29 -0.02 -0.95
```
Forces are in eV/Å.


3.
The following is a DFT calculation (ωB97M-V/def2-TZVPD) of a 2-piece molecular cluster, C22H23F3NO4 overall.

As for the molar mass: 422.4 g mol⁻¹. The value obtained for the LUMO energy is -3.52 eV. As for the charge: +1. Its spin multiplicity is 1.

```
53
Properties=species:S:1:pos:R:3:forces:R:3
C 2.374 1.379 -2.116 -0.03 0.04 -0.18
C 1.208 2.269 -2.584 0.01 0.06 0.20
C 0.575 3.022 -1.438 0.40 0.07 0.63
O 1.128 3.410 -0.457 -0.40 -0.27 -0.56
O -0.820 3.184 -1.527 0.11 0.29 -0.09
C -1.295 3.872 -2.671 -0.14 -0.14 0.03
C -2.811 3.906 -2.604 0.10 0.46 -0.01
N -3.458 2.636 -3.098 0.14 0.16 0.18
C -3.088 1.376 -2.335 -0.15 -0.51 -0.01
C -4.244 0.849 -1.491 0.03 0.08 0.03
C -4.335 1.455 -0.085 -0.13 0.21 -0.01
F -4.306 0.522 0.858 0.05 -0.06 0.03
F -5.474 2.156 0.061 0.03 -0.04 -0.08
F -3.325 2.320 0.154 0.00 -0.10 0.00
H 2.470 1.413 -1.032 0.04 -0.08 -0.04
H 2.198 0.352 -2.435 0.09 0.00 0.13
H 3.321 1.699 -2.547 -0.07 0.01 0.06
H 0.429 1.675 -3.067 0.05 0.04 -0.10
H 1.555 3.017 -3.302 -0.06 -0.05 -0.06
H -0.951 3.404 -3.603 -0.03 0.01 0.00
H -0.939 4.908 -2.675 -0.02 -0.07 0.05
H -3.182 4.722 -3.229 -0.05 -0.17 -0.04
H -3.149 4.084 -1.583 0.07 -0.14 -0.04
H -4.470 2.764 -3.067 -0.02 -0.03 -0.03
H -3.217 2.517 -4.081 0.01 -0.01 -0.02
H -2.217 1.608 -1.733 0.01 0.02 -0.02
H -2.808 0.621 -3.070 -0.08 0.14 -0.04
H -5.206 1.019 -1.980 0.01 -0.08 -0.02
H -4.142 -0.232 -1.390 0.07 0.09 0.06
C -1.117 -0.696 2.641 -0.01 0.00 -0.01
C -0.614 -0.277 1.413 0.03 -0.08 0.03
C 0.561 -0.820 0.923 -0.15 0.16 -0.07
C 1.245 -1.777 1.660 0.01 -0.06 0.03
C 0.747 -2.189 2.895 0.03 0.03 -0.04
C -0.439 -1.650 3.380 -0.08 0.06 -0.01
C 1.476 -3.201 3.717 0.01 -0.07 0.09
O 1.035 -3.568 4.783 0.00 0.02 -0.02
C 2.759 -3.736 3.180 -0.03 0.04 -0.05
C 3.477 -4.649 3.941 0.06 -0.06 0.02
C 4.667 -5.167 3.458 0.00 0.02 -0.03
C 5.143 -4.779 2.210 -0.02 0.00 0.02
C 4.433 -3.868 1.447 0.07 -0.05 0.01
C 3.241 -3.340 1.929 -0.05 0.04 0.03
C 2.502 -2.351 1.100 0.09 -0.01 -0.08
O 2.901 -2.014 0.003 -0.02 0.01 0.02
H -2.036 -0.272 3.024 -0.01 0.01 0.01
H -1.140 0.481 0.844 0.00 0.05 0.01
H 0.967 -0.508 -0.029 0.06 -0.04 0.00
H -0.815 -1.981 4.338 0.05 -0.04 0.02
H 3.095 -4.946 4.908 -0.05 0.03 0.00
H 5.226 -5.875 4.054 0.00 -0.01 0.00
H 6.071 -5.188 1.835 0.01 0.00 0.00
H 4.795 -3.558 0.477 -0.04 0.04 -0.01
```
Forces are in eV/Å.


4.
The following is a DFT calculation (ωB97M-V/def2-TZVPD) of C22H23F5GeN3O3SZr as an isolated structure.

As for the molar mass: 668.3 g mol⁻¹. The value obtained for the LUMO energy is -3.54 eV. As for the charge: +1. Its spin multiplicity is 1.

```
59
Properties=species:S:1:pos:R:3:forces:R:3
Zr 0.411 0.391 0.079 -0.20 1.48 0.14
C 4.113 1.379 2.143 0.01 0.04 0.05
C 3.025 0.453 1.718 -0.02 -0.29 0.07
O 1.998 1.018 1.137 0.30 -0.30 0.23
C 3.072 -0.895 1.936 0.05 -0.10 0.00
C 2.049 -1.833 1.595 -0.11 0.06 0.10
C 2.261 -3.272 1.936 0.02 -0.02 0.02
N 0.933 -1.467 1.000 -0.20 -0.60 -0.01
N -0.004 -2.502 0.745 0.21 0.01 0.17
C -1.039 -2.070 0.118 -0.11 0.00 0.12
O -1.169 -0.784 -0.250 0.03 -0.56 0.32
C -2.167 -2.968 -0.189 0.09 0.01 -0.07
C -2.003 -4.351 -0.148 -0.01 -0.02 0.01
C -3.078 -5.179 -0.416 0.00 0.01 0.00
C -4.319 -4.633 -0.723 -0.01 -0.01 0.00
C -4.484 -3.257 -0.767 0.04 0.01 0.00
C -3.407 -2.422 -0.504 -0.05 -0.03 -0.03
H 3.840 1.835 3.099 0.00 0.01 -0.01
H 4.220 2.185 1.418 0.01 -0.02 -0.02
H 5.059 0.859 2.267 -0.01 0.00 0.03
H 3.949 -1.293 2.423 0.00 -0.02 -0.01
H 3.178 -3.405 2.502 0.00 0.00 -0.01
H 2.307 -3.863 1.019 -0.01 0.00 0.00
H 1.410 -3.651 2.500 0.00 0.01 0.01
H -1.033 -4.764 0.093 0.00 0.01 0.01
H -2.951 -6.253 -0.388 0.00 0.00 0.00
H -5.159 -5.284 -0.925 0.00 0.00 -0.01
H -5.451 -2.833 -1.002 0.00 0.00 0.01
H -3.531 -1.348 -0.523 0.01 0.00 0.00
F -0.027 3.001 6.135 -0.01 -0.01 0.01
C -0.111 2.972 4.813 0.01 0.00 0.02
C -0.377 1.779 4.158 -0.01 0.09 0.02
F -0.553 0.652 4.837 -0.01 0.00 -0.01
C -0.450 1.801 2.785 -0.08 0.15 -0.13
F -0.727 0.621 2.141 0.01 -0.06 0.14
C -0.259 2.927 2.001 0.08 -0.02 -0.24
S -0.324 2.881 0.225 -0.23 -0.23 0.27
C -0.001 4.102 2.691 0.05 0.11 0.04
F 0.197 5.237 2.028 0.00 -0.02 -0.01
C 0.073 4.130 4.076 -0.01 -0.01 -0.01
F 0.331 5.269 4.703 0.00 0.00 0.00
O 1.466 -0.223 -1.539 -0.09 0.49 -0.89
N 1.350 0.557 -2.646 -0.20 -0.05 0.01
C -2.049 1.283 -2.375 0.15 -0.21 0.31
Ge -0.389 1.522 -3.313 0.34 -0.09 -0.66
C 0.288 3.313 -3.482 0.00 0.23 0.12
C -0.568 0.564 -4.973 0.05 -0.12 -0.15
C 2.360 0.615 -3.411 0.06 -0.05 0.07
H -2.695 1.856 -3.050 -0.10 -0.03 0.08
H -2.121 1.700 -1.376 -0.06 0.04 -0.01
H -2.343 0.237 -2.381 -0.07 0.02 0.00
H -0.156 3.754 -4.375 0.01 0.03 0.01
H 1.371 3.328 -3.591 0.00 0.03 -0.02
H 0.017 3.918 -2.618 0.03 0.01 -0.01
H -1.420 0.981 -5.514 0.00 -0.01 -0.01
H -0.776 -0.486 -4.768 0.00 0.00 -0.04
H 0.309 0.634 -5.613 -0.01 0.01 -0.01
H 2.299 1.224 -4.302 0.01 -0.04 -0.02
H 3.253 0.056 -3.158 0.02 0.03 0.01
```
Forces are in eV/Å.


5.
The following is a DFT calculation (ωB97M-V/def2-TZVPD) of a single C22H23FN4O2 molecule.

As for the SMILES: O=C(NC[C@H](c1cccnc1)N1CCN(c2ccc(F)cc2)CC1)c1ccco1. As for the molar mass: 394.4 g mol⁻¹. The value obtained for the LUMO energy is 0.62 eV. Its spin multiplicity is 1.

```
52
Properties=species:S:1:pos:R:3:forces:R:3
O -2.206 -2.553 1.286 0.07 -0.17 -0.13
C -1.162 -1.938 1.390 0.06 0.19 0.38
N -1.086 -0.659 1.849 0.16 0.22 0.08
C -2.264 0.158 1.947 -0.25 0.22 0.08
C -2.365 1.149 0.764 -0.12 -0.22 0.18
C -2.576 0.310 -0.472 -0.05 0.00 -0.21
C -1.515 -0.332 -1.104 -0.17 0.05 -0.14
C -1.777 -1.166 -2.177 -0.03 0.06 0.10
C -3.093 -1.323 -2.584 0.23 -0.13 -0.14
N -4.106 -0.706 -2.003 -0.51 -0.15 -0.21
C -3.852 0.079 -0.973 0.28 0.23 0.28
N -1.157 1.951 0.627 -0.19 -0.06 0.07
C -1.215 2.831 -0.530 0.08 -0.03 -0.19
C 0.100 3.637 -0.593 -0.03 0.00 -0.01
N 1.120 3.044 0.239 -0.01 0.44 0.04
C 1.865 1.969 -0.218 0.31 -0.23 -0.16
C 2.961 1.522 0.534 -0.14 0.01 -0.02
C 3.760 0.487 0.096 0.00 -0.23 -0.23
C 3.477 -0.117 -1.115 -0.07 0.09 -0.02
F 4.252 -1.145 -1.542 -0.04 0.07 0.04
C 2.423 0.312 -1.897 0.34 -0.24 0.08
C 1.627 1.350 -1.450 -0.06 0.19 0.20
C 0.725 3.100 1.631 -0.05 0.09 0.14
C -0.775 2.747 1.780 0.07 0.01 0.01
C 0.141 -2.538 1.070 -0.09 -1.19 -0.47
C 0.426 -3.792 0.594 -0.40 0.77 0.31
C 1.828 -3.847 0.441 0.31 0.45 0.14
C 2.294 -2.628 0.833 0.28 -0.70 -0.27
O 1.289 -1.827 1.211 -0.23 0.39 0.18
H -0.205 -0.175 1.764 0.04 -0.11 -0.06
H -2.278 0.682 2.907 -0.06 -0.06 -0.06
H -3.122 -0.519 1.911 0.08 0.18 0.07
H -3.257 1.784 0.930 0.08 -0.10 -0.03
H -0.501 -0.165 -0.770 0.07 0.03 0.03
H -0.976 -1.685 -2.680 0.06 -0.07 -0.07
H -3.351 -1.964 -3.416 0.07 -0.08 -0.09
H -4.716 0.553 -0.524 -0.03 0.12 0.12
H -2.077 3.521 -0.466 0.05 -0.06 -0.01
H -1.346 2.222 -1.426 -0.02 0.10 0.03
H 0.463 3.729 -1.616 -0.04 0.07 0.03
H -0.064 4.649 -0.208 0.00 -0.03 -0.10
H 3.211 2.009 1.463 0.02 0.07 0.06
H 4.606 0.157 0.678 0.10 -0.05 0.04
H 2.226 -0.168 -2.842 0.00 -0.06 -0.10
H 0.809 1.666 -2.075 -0.14 0.04 -0.04
H 1.322 2.394 2.205 -0.02 0.06 -0.02
H 0.911 4.108 2.021 0.00 -0.10 0.09
H -1.386 3.664 1.850 -0.01 -0.07 0.05
H -0.916 2.184 2.700 -0.05 0.05 0.01
H -0.290 -4.560 0.388 -0.22 -0.11 -0.02
H 2.409 -4.673 0.089 0.19 -0.13 -0.06
H 3.287 -2.230 0.886 0.09 0.16 0.02
```
Forces are in eV/Å.


6.
The following is a DFT calculation (ωB97M-V/def2-TZVPD) of a 4-piece molecular cluster, C22H23FN5O12P2 overall.

As for the molar mass: 630.4 g mol⁻¹. The value obtained for the LUMO energy is 1.16 eV. As for the charge: -1. Its spin multiplicity is 1.

```
65
Properties=species:S:1:pos:R:3:forces:R:3
N 0.511 4.618 1.530 0.25 -1.36 -0.76
P 0.148 3.018 2.160 -0.79 -0.03 2.08
O -1.600 2.910 1.998 1.88 1.17 -1.24
N 0.744 1.677 1.196 -0.64 2.01 -1.07
C 1.290 1.989 -0.151 -0.17 -3.93 -1.46
C 0.078 2.474 -1.101 -0.60 0.84 -1.12
C 0.502 3.188 -2.466 2.53 -2.30 -3.74
O 1.082 2.617 -3.422 -2.96 3.35 4.90
F 0.186 4.601 -2.652 0.34 -2.52 0.98
C 1.736 0.527 -0.763 2.19 -5.16 -3.62
O 1.409 -0.580 -0.171 0.00 4.00 -0.39
O 2.468 0.392 -1.942 -2.84 2.41 5.01
P 2.857 3.052 -0.193 0.64 3.89 0.32
O 3.589 3.136 -1.732 0.45 -1.51 2.19
O 3.963 2.581 1.044 -1.92 -1.79 -1.98
H 0.440 4.703 0.505 0.18 0.12 0.50
H 1.508 4.815 1.759 -1.01 -0.17 -0.20
H -1.838 3.590 1.328 -0.18 -0.64 0.59
H -0.066 1.019 1.115 1.18 0.15 -0.10
H -0.694 3.152 -0.589 1.39 -0.91 -0.52
H -0.498 1.514 -1.405 1.07 1.59 0.36
H 4.361 2.524 -1.822 -1.15 0.08 -0.20
H 3.819 1.621 1.238 0.38 0.70 0.02
C -0.905 1.964 -5.349 -0.11 -0.22 -0.09
C -1.454 1.083 -6.278 -0.15 0.36 -0.06
C -2.342 1.550 -7.242 0.01 -0.12 -0.06
C -2.671 2.905 -7.270 0.49 -0.25 0.52
C -2.131 3.791 -6.338 0.01 0.06 0.03
C -1.245 3.314 -5.376 -0.16 -0.15 -0.21
N -3.586 3.406 -8.299 -0.28 0.14 -0.31
O -4.056 2.596 -9.089 0.21 0.49 0.39
O -3.827 4.607 -8.314 0.07 -0.65 -0.05
H -0.209 1.597 -4.603 -0.15 0.01 -0.23
H -1.186 0.032 -6.252 -0.05 0.13 -0.02
H -2.762 0.853 -7.960 -0.04 0.28 0.01
H -2.385 4.845 -6.350 -0.07 -0.20 -0.17
H -0.817 3.995 -4.648 -0.06 -0.07 -0.18
C 2.355 -5.747 1.962 -0.02 0.06 0.01
C 1.570 -4.638 1.662 0.23 -0.09 0.18
C 1.920 -3.383 2.150 -0.11 0.20 0.02
C 3.063 -3.250 2.937 -0.28 -0.84 -0.35
C 3.849 -4.359 3.247 0.09 -0.03 0.04
C 3.490 -5.610 2.757 -0.16 0.20 -0.06
N 3.452 -1.927 3.433 -0.06 0.84 0.11
O 2.730 -0.980 3.158 0.49 -0.70 0.24
O 4.482 -1.845 4.094 -0.42 -0.12 -0.29
H 2.081 -6.724 1.574 0.03 0.11 0.04
H 0.685 -4.751 1.043 0.12 0.11 0.07
H 1.298 -2.526 1.906 0.30 0.09 -0.01
H 4.738 -4.265 3.863 -0.17 0.20 -0.10
H 4.097 -6.479 2.991 -0.04 0.14 0.00
C -2.636 -3.520 6.124 0.00 0.03 -0.03
C -2.745 -4.367 5.025 0.02 0.28 0.00
C -2.715 -3.844 3.736 0.01 -0.06 -0.04
C -2.572 -2.468 3.560 0.00 -0.36 0.84
C -2.471 -1.614 4.656 0.02 0.11 0.00
C -2.504 -2.146 5.942 -0.03 -0.23 -0.19
N -2.515 -1.915 2.205 0.11 0.43 -0.80
O -2.625 -2.693 1.265 0.02 0.34 0.58
O -2.355 -0.709 2.090 -0.14 -0.73 0.14
H -2.654 -3.932 7.129 0.00 0.05 -0.12
H -2.849 -5.437 5.174 0.01 0.13 -0.07
H -2.800 -4.515 2.889 0.05 0.28 -0.01
H -2.364 -0.542 4.528 0.01 -0.19 -0.21
H -2.423 -1.490 6.802 0.00 -0.04 -0.15
```
Forces are in eV/Å.